{
  "formula": "C26H13BrCl60F12NO2S2",
  "method": "wB97M-V/def2-TZVPD",
  "homo_lumo_gap_ev": 6.9223,
  "spin_multiplicity": 1,
  "relative_energy_kj_mol": 0.0,
  "total_charge": 1,
  "homo_energy_ha": -0.4419,
  "max_force_ev_per_a": 2.78,
  "energy_ev": -908410.5491,
  "symbols": ["O", "S", "O", "C", "N", "C", "C", "C", "C", "C", "C", "F", "F", "C", "F", "F", "S", "F", "F", "F", "F", "F", "C", "C", "Br", "C", "F", "F", "F", "H", "H", "H", "H", "H", "H", "H", "H", "H", "H", "H", "H", "H", "C", "Cl", "Cl", "Cl", "Cl", "C", "Cl", "Cl", "Cl", "Cl", "C", "Cl", "Cl", "Cl", "Cl", "C", "Cl", "Cl", "Cl", "Cl", "C", "Cl", "Cl", "Cl", "Cl", "C", "Cl", "Cl", "Cl", "Cl", "C", "Cl", "Cl", "Cl", "Cl", "C", "Cl", "Cl", "Cl", "Cl", "C", "Cl", "Cl", "Cl", "Cl", "C", "Cl", "Cl", "Cl", "Cl", "C", "Cl", "Cl", "Cl", "Cl", "C", "Cl", "Cl", "Cl", "Cl", "C", "Cl", "Cl", "Cl", "Cl", "C", "Cl", "Cl", "Cl", "Cl", "C", "Cl", "Cl", "Cl", "Cl"],
  "positions_angstrom": [[1.948316, -1.434660, 1.687307], [1.479646, -2.608826, 1.038454], [2.542676, -3.485268, 0.687499], [0.649788, -2.113276, -0.510905], [0.888631, -0.924622, -0.832686], [0.313184, -0.524034, -2.136237], [1.444817, 0.052665, -3.028739], [1.909769, -0.867034, -4.157592], [2.483076, -2.220748, -3.688378], [4.004147, -2.334034, -3.602972], [4.635495, -1.692510, -2.340995], [5.376955, -2.628578, -1.770336], [3.662041, -1.345020, -1.475313], [5.510107, -0.505856, -2.784747], [4.917150, 0.216313, -3.720068], [6.564859, -1.042276, -3.343272], [6.076176, 0.707021, -1.435920], [5.915940, -0.397676, -0.329702], [7.578412, 0.251287, -1.609503], [6.369318, 1.837934, -2.517917], [4.599467, 1.226525, -1.239432], [6.535390, 1.703974, -0.327000], [-0.470702, -1.765225, -2.545536], [-0.217388, -2.888211, -1.452139], [-1.920879, -3.348643, -0.662666], [0.349701, -3.526696, 2.219887], [0.467182, -4.798909, 2.000806], [-0.885990, -3.109244, 2.158795], [0.826483, -3.253728, 3.402534], [1.435862, -0.223102, -0.330423], [-0.377763, 0.290354, -1.962643], [1.042977, 0.947593, -3.491891], [2.267721, 0.411349, -2.424115], [1.027205, -1.103529, -4.743408], [2.564539, -0.358893, -4.849872], [2.004333, -2.572319, -2.789149], [2.191571, -2.937530, -4.451547], [4.460633, -1.963096, -4.510549], [4.228147, -3.391646, -3.574077], [-0.496278, -2.072255, -3.578313], [-1.503798, -1.494896, -2.360103], [0.282539, -3.694761, -1.964302], [0.367725, 3.929612, 0.274526], [1.302990, 2.417789, 0.402615], [-0.008512, 4.528493, 1.884670], [1.292630, 5.136881, -0.606738], [-1.132071, 3.605452, -0.601770], [-6.172168, -3.122705, 2.661462], [-5.668890, -4.520711, 1.708342], [-6.379673, -1.738377, 1.584623], [-7.710812, -3.445629, 3.480370], [-4.937076, -2.777882, 3.888709], [-3.565006, 1.479600, 2.530436], [-2.672929, 1.042258, 1.050656], [-2.536777, 2.470121, 3.566025], [-4.998372, 2.391843, 2.067924], [-4.039122, 0.011843, 3.384006], [-10.444975, 0.229920, 3.054839], [-9.506544, -1.253876, 3.285105], [-10.838750, 0.932719, 4.625332], [-9.479913, 1.381418, 2.118164], [-11.933627, -0.138634, 2.180454], [-6.109150, 3.946100, -1.463396], [-6.339447, 5.624705, -1.941163], [-4.465953, 3.751550, -0.831919], [-7.288943, 3.516946, -0.219428], [-6.328349, 2.895399, -2.867820], [1.915907, 8.608905, -2.971832], [2.645861, 7.161572, -2.251689], [1.444749, 9.723478, -1.688919], [3.091083, 9.383349, -4.032954], [0.490092, 8.138871, -3.902809], [7.192285, 5.442054, -3.871830], [8.448670, 5.419882, -2.630851], [6.842653, 3.776084, -4.352872], [5.755301, 6.238796, -3.226517], [7.761661, 6.347802, -5.278016], [-5.090730, 8.170672, -4.682333], [-3.924781, 7.907473, -3.377508], [-5.724195, 6.613700, -5.233518], [-6.421237, 9.168323, -4.090109], [-4.289888, 8.988830, -6.026231], [-7.312509, -7.926643, 4.446712], [-7.623447, -6.260510, 3.928937], [-5.627654, -8.071420, 4.962856], [-8.378173, -8.335218, 5.795110], [-7.612497, -9.037445, 3.107518], [3.183379, 0.107527, 4.705621], [2.463167, 0.931552, 3.312338], [2.735706, 0.957207, 6.185869], [2.590718, -1.553950, 4.777785], [4.939376, 0.089397, 4.539047], [-7.779247, -13.326455, 3.423265], [-7.787749, -11.844278, 4.383951], [-8.065921, -14.720026, 4.469778], [-9.051188, -13.236224, 2.199774], [-6.209743, -13.499606, 2.628077], [8.611248, -0.345936, -6.919418], [9.475362, -1.685179, -6.159279], [7.950055, 0.709777, -5.665438], [9.717287, 0.569997, -7.941064], [7.285945, -0.983705, -7.904684], [8.797861, -1.792568, 5.055682], [9.550132, -1.376062, 6.595535], [10.023064, -2.404869, 3.943324], [7.563001, -3.031577, 5.315807], [8.041111, -0.351593, 4.361259], [2.720145, -4.116524, 8.372303], [4.105571, -3.646638, 7.381757], [2.065807, -5.647801, 7.779235], [3.230205, -4.303336, 10.050382], [1.475440, -2.864982, 8.268417], [-6.343348, 10.363903, 0.179882], [-6.379447, 8.782052, -0.608921], [-6.163936, 11.624105, -1.044836], [-7.847850, 10.613108, 1.068492], [-4.977828, 10.430296, 1.298820]],
  "atomic_forces_ev_per_a": [[-1.4, 1.1, -0.2], [2.7, -0.2, 0.7], [-0.6, -1.2, -1.0], [-0.3, -1.1, 1.6], [-0.6, 1.0, -1.2], [1.1, 0.3, -0.7], [-0.3, 0.1, -0.7], [-0.5, -0.7, 0.8], [0.3, 0.4, -1.2], [-0.6, 0.0, 0.4], [-0.9, -0.8, -1.9], [0.8, -0.2, 0.9], [-0.3, 0.5, 0.6], [0.3, 0.4, 1.0], [-1.1, 0.6, -0.4], [1.1, -0.6, -0.4], [1.9, 0.3, -0.3], [-0.7, -0.4, 0.3], [0.3, -0.2, 0.0], [-0.7, -0.4, 0.1], [-0.6, -0.2, -0.1], [0.0, 0.4, 0.4], [-1.5, 0.0, 1.1], [0.0, 1.7, -1.6], [0.4, -0.4, 0.0], [0.0, 0.4, 0.3], [-0.3, -0.9, -0.6], [-0.7, 0.2, -0.3], [0.4, 0.2, 0.5], [0.1, -0.4, 0.6], [-0.1, 0.2, 0.4], [-0.1, 0.2, -0.1], [0.2, 0.0, 0.3], [-0.2, 0.1, -0.2], [0.4, 0.2, 0.0], [0.0, 0.0, 0.5], [0.0, -0.2, -0.1], [0.1, 0.2, -0.2], [0.3, -0.2, 0.2], [0.8, -0.3, -0.2], [-0.2, 0.1, -0.2], [0.1, -0.8, 0.6], [-0.2, 0.3, 0.0], [0.2, -0.1, 0.1], [0.1, -0.1, 0.0], [-0.1, -0.3, 0.2], [0.0, 0.0, -0.1], [-0.1, 0.1, 0.0], [0.0, 0.0, 0.0], [0.0, 0.0, 0.0], [0.5, 0.0, -0.2], [-0.2, -0.4, 0.0], [-0.1, 0.1, 0.2], [0.0, -0.1, 0.1], [0.0, -0.1, -0.1], [0.0, -0.2, 0.3], [0.2, 0.4, -0.2], [-0.1, 0.0, 0.1], [-0.4, 0.6, -0.1], [0.0, 0.0, 0.0], [0.0, 0.0, 0.0], [0.0, 0.0, 0.0], [0.0, 0.1, -0.1], [-0.1, -0.1, 0.0], [0.0, 0.1, -0.2], [0.0, 0.0, 0.0], [0.0, 0.0, 0.0], [-0.1, 0.1, -0.1], [0.2, 0.2, -0.2], [0.0, 0.0, 0.0], [0.0, 0.0, 0.0], [0.0, 0.0, 0.0], [0.2, 0.1, -0.1], [0.0, 0.0, 0.0], [-0.1, 0.4, -0.2], [-0.1, -0.2, 0.0], [0.0, 0.0, 0.0], [0.0, 0.0, -0.1], [0.0, 0.0, 0.0], [0.0, 0.0, -0.1], [0.0, 0.0, -0.1], [0.0, 0.0, 0.0], [-0.1, 0.0, -0.1], [0.0, -0.7, 0.3], [0.0, 0.0, 0.0], [0.0, 0.0, 0.0], [0.0, 0.5, -0.2], [0.1, 0.0, 0.0], [0.0, 0.3, 0.2], [0.0, 0.0, 0.0], [0.1, 0.2, 0.2], [-0.2, 0.0, 0.0], [0.0, -0.1, 0.1], [0.0, -0.5, 0.1], [0.0, 0.0, 0.0], [0.0, 0.0, 0.0], [0.0, 0.0, 0.0], [0.0, 0.0, 0.0], [0.0, 0.0, 0.0], [0.0, 0.1, 0.0], [0.0, 0.0, 0.0], [0.0, 0.0, 0.0], [0.0, 0.0, 0.1], [0.0, 0.0, 0.0], [0.0, 0.0, 0.0], [0.0, 0.0, 0.0], [0.2, 0.0, -0.1], [0.0, 0.0, 0.0], [0.0, 0.0, 0.0], [0.0, 0.0, 0.0], [0.0, 0.0, 0.0], [0.0, 0.0, 0.0], [0.0, 0.0, 0.0], [0.0, 0.0, 0.1], [0.0, 0.0, 0.0], [0.0, 0.0, 0.0], [0.0, 0.0, 0.0]],
  "lowdin_charge": [-0.318, 0.777, -0.212, -0.250, 0.183, -0.206, -0.112, -0.157, -0.154, -0.040, -0.473, 0.158, 0.098, -0.487, 0.128, 0.142, 0.750, -0.110, -0.121, -0.221, -0.132, -0.094, -0.128, -0.581, 0.895, -0.738, 0.207, 0.135, 0.137, 0.134, 0.149, 0.125, 0.096, 0.104, 0.119, 0.083, 0.125, 0.130, 0.135, 0.129, 0.078, 0.114, -2.016, 0.511, 0.561, 0.519, 0.490, -1.984, 0.527, 0.522, 0.451, 0.503, -2.017, 0.461, 0.540, 0.513, 0.493, -2.039, 0.467, 0.536, 0.501, 0.536, -2.023, 0.506, 0.469, 0.519, 0.537, -2.038, 0.450, 0.544, 0.544, 0.529, -2.041, 0.538, 0.544, 0.502, 0.536, -2.052, 0.496, 0.507, 0.514, 0.535, -2.028, 0.471, 0.526, 0.535, 0.497, -2.012, 0.520, 0.550, 0.556, 0.510, -2.053, 0.484, 0.529, 0.523, 0.520, -2.055, 0.533, 0.519, 0.544, 0.515, -2.052, 0.539, 0.534, 0.512, 0.488, -2.061, 0.499, 0.519, 0.538, 0.510, -2.053, 0.469, 0.523, 0.534, 0.525]
}



{
  "formula": "C26H14AuF5N4OS",
  "method": "wB97M-V/def2-TZVPD",
  "homo_lumo_gap_ev": 4.6686,
  "spin_multiplicity": 1,
  "relative_energy_kj_mol": 0.0,
  "total_charge": 2,
  "homo_energy_ha": -0.4640,
  "max_force_ev_per_a": 0.65,
  "energy_ev": -63291.7590,
  "symbols": ["Au", "F", "C", "C", "F", "C", "F", "C", "S", "C", "F", "C", "F", "C", "O", "C", "C", "C", "C", "C", "C", "C", "N", "C", "C", "N", "C", "C", "C", "C", "N", "C", "C", "N", "C", "C", "C", "C", "H", "H", "H", "H", "H", "H", "H", "H", "H", "H", "H", "H", "H", "H"],
  "positions_angstrom": [[0.169460, -5.135420, -3.056333], [1.729225, 1.814333, -3.431600], [1.075189, 0.645607, -3.650330], [1.982876, -0.459546, -4.076757], [3.154067, -0.637859, -3.508802], [1.391433, -1.212955, -4.993941], [1.840815, -2.333328, -5.521795], [-0.910241, -1.486482, -4.104587], [-1.578603, -3.132363, -4.022948], [-1.730872, -0.400756, -3.504988], [-2.674862, -0.619858, -2.670547], [-1.191301, 0.839096, -3.784542], [-1.804897, 1.968910, -3.544553], [0.131572, 4.829840, 6.729441], [0.240734, 5.021180, 5.319171], [0.177112, 3.959501, 4.517432], [0.291275, 4.214006, 3.144049], [0.239513, 3.184292, 2.242206], [0.072415, 1.860253, 2.674647], [-0.042601, 1.615764, 4.041437], [0.007789, 2.644934, 4.961046], [0.021761, 0.800900, 1.694029], [0.057765, 0.963119, 0.380656], [-0.019421, -0.288177, -0.139121], [-0.102187, -1.254505, 0.857263], [-0.071256, -0.538004, 2.020208], [-0.185529, -2.627458, 0.565623], [-0.261503, -3.628900, 1.559584], [-0.321153, -4.940766, 1.202466], [-0.265464, -5.265018, -0.158369], [-0.195102, -4.355891, -1.117391], [-0.190190, -3.013656, -0.804870], [-0.181436, -2.011621, -1.816228], [-0.199852, -2.343754, -3.188515], [-0.038078, -0.800999, -5.189934], [-0.010219, 0.686483, -4.728714], [0.055539, 0.442297, -2.469981], [-0.038530, -0.666132, -1.493812], [0.207472, 5.817636, 7.168784], [0.943146, 4.201882, 7.099588], [-0.831654, 4.387933, 6.988083], [0.422224, 5.239164, 2.824022], [0.332114, 3.384303, 1.183454], [-0.182197, 0.610291, 4.423933], [-0.085850, 2.423258, 6.013678], [-0.092063, -0.895142, 2.959972], [-0.271664, -3.346398, 2.604535], [-0.385436, -5.735036, 1.931786], [-0.267170, -6.301317, -0.465932], [-0.433682, -0.945722, -6.193759], [0.098028, 1.424107, -5.518439], [-0.078500, 1.397965, -1.950307]],
  "atomic_forces_ev_per_a": [[0.1, 0.0, 0.1], [0.0, 0.0, 0.0], [-0.1, 0.0, 0.0], [0.1, 0.0, 0.1], [0.0, 0.0, 0.0], [-0.1, 0.0, 0.0], [0.0, 0.0, 0.0], [0.3, 0.1, -0.3], [-0.1, 0.1, 0.1], [0.2, -0.1, 0.2], [-0.2, 0.0, 0.1], [-0.4, 0.1, -0.5], [0.1, 0.0, 0.0], [0.0, 0.0, 0.0], [0.0, 0.1, 0.0], [0.0, -0.1, 0.0], [0.0, 0.1, 0.0], [0.0, 0.0, -0.1], [0.0, 0.1, 0.0], [0.0, 0.0, 0.0], [0.0, 0.0, 0.1], [0.0, -0.2, -0.1], [0.0, 0.0, 0.0], [0.0, 0.0, 0.1], [0.0, -0.1, -0.1], [0.0, 0.1, 0.2], [0.0, 0.1, 0.0], [0.0, 0.0, 0.0], [0.0, 0.0, 0.0], [0.0, 0.0, -0.1], [0.0, 0.0, -0.1], [0.0, -0.1, 0.1], [0.2, 0.0, -0.1], [-0.4, -0.1, 0.2], [0.0, -0.1, -0.1], [0.0, 0.1, 0.1], [0.2, -0.2, 0.4], [0.1, 0.2, -0.3], [0.0, 0.0, 0.0], [0.0, 0.0, 0.0], [0.0, 0.0, 0.0], [0.0, 0.0, 0.0], [0.0, 0.0, 0.0], [0.0, 0.0, 0.0], [0.0, 0.0, 0.0], [0.0, 0.0, 0.0], [0.0, 0.0, 0.0], [0.0, 0.0, 0.0], [0.0, 0.0, 0.0], [0.0, 0.0, 0.0], [0.0, 0.0, 0.0], [0.0, 0.0, 0.0]],
  "lowdin_charge": [0.798, 0.134, -0.292, -0.122, 0.180, -0.170, 0.157, -0.565, 1.040, -0.136, 0.264, -0.200, 0.220, -0.042, -0.044, -0.267, 0.030, -0.006, -0.167, -0.015, 0.007, -0.209, 0.194, -0.167, -0.109, 0.202, -0.047, 0.050, -0.001, -0.095, -0.041, -0.125, -0.153, -0.223, -0.052, -0.003, 0.151, -0.037, 0.101, 0.101, 0.101, 0.132, 0.116, 0.110, 0.112, 0.157, 0.134, 0.131, 0.118, 0.179, 0.197, 0.170]
}